[1]
{
  "formula": "C16H44N4O4",
  "method": "the ωB97M-V functional and the def2-TZVPD basis",
  "symbols": ["C", "C", "C", "O", "C", "N", "H", "H", "H", "H", "H", "H", "H", "H", "H", "H", "H", "C", "C", "C", "O", "C", "N", "H", "H", "H", "H", "H", "H", "H", "H", "H", "H", "H", "C", "C", "C", "O", "C", "N", "H", "H", "H", "H", "H", "H", "H", "H", "H", "H", "H", "C", "C", "C", "O", "C", "N", "H", "H", "H", "H", "H", "H", "H", "H", "H", "H", "H"],
  "positions_angstrom": [[1.243301, -1.582362, -2.457913], [2.273198, -0.583910, -1.879735], [3.364733, -1.312600, -1.105975], [2.794069, -1.776103, 0.124799], [3.416768, -2.879506, 0.724356], [2.879403, 0.278013, -2.913906], [0.703228, -1.105058, -3.276124], [0.583204, -1.881692, -1.658476], [1.890560, -2.358712, -2.871171], [1.713119, 0.024542, -1.157772], [4.074678, -0.562213, -0.741123], [3.858140, -2.079063, -1.705155], [4.373388, -2.619989, 1.200652], [3.586096, -3.680297, 0.000132], [2.843151, -3.244295, 1.577682], [3.389556, 0.994212, -2.397168], [2.110115, 0.825973, -3.296354], [-1.964526, 1.203941, -4.566157], [-2.339893, 1.944107, -5.860416], [-1.325534, 3.052934, -6.154989], [-1.400643, 4.200030, -5.327283], [-0.312639, 5.092208, -5.497161], [-2.395005, 0.954247, -6.911179], [-1.116055, 0.521520, -4.699519], [-2.830733, 0.595196, -4.301907], [-1.627066, 1.707736, -3.660306], [-3.324797, 2.401866, -5.766272], [-1.485373, 3.414896, -7.183529], [-0.313998, 2.630568, -6.225826], [-0.688347, 5.916901, -6.105494], [0.631436, 4.674737, -5.851961], [-0.072726, 5.478028, -4.502611], [-1.667953, 0.260620, -6.829265], [-2.512986, 1.255230, -7.864324], [-0.508050, -2.573854, 2.587254], [-0.952858, -2.506425, 1.124125], [-1.131122, -1.041863, 0.630280], [-1.507981, -1.097767, -0.735438], [-1.658156, 0.185577, -1.290621], [-0.047176, -3.292193, 0.311250], [-0.374480, -3.593637, 2.934199], [-1.220080, -1.986573, 3.163985], [0.461265, -2.061684, 2.596320], [-1.940709, -2.967628, 1.028143], [-0.201572, -0.473126, 0.731214], [-1.934201, -0.650381, 1.265557], [-0.841403, 0.913165, -1.273762], [-2.598249, 0.591338, -0.894414], [-1.905709, 0.046478, -2.344770], [0.879561, -2.870004, 0.347040], [-0.256200, -3.251341, -0.679282], [-1.292598, 0.827876, 4.584587], [-0.533078, 0.082561, 5.676909], [-0.653668, 0.654595, 7.096225], [0.103286, -0.056527, 8.044633], [1.290570, 0.580067, 8.473352], [-1.024793, -1.309557, 5.710975], [-1.015651, 1.865695, 4.373456], [-2.383849, 0.808405, 4.633691], [-1.155814, 0.398173, 3.584374], [0.546587, 0.060178, 5.493522], [-1.675583, 0.594075, 7.483749], [-0.445259, 1.728908, 7.030319], [1.163880, 1.661266, 8.395918], [2.153684, 0.289953, 7.860588], [1.588271, 0.287137, 9.479442], [-0.859333, -1.748343, 6.612577], [-0.419433, -1.856223, 5.106076]],
  "atomic_forces_ev_per_a": [[1.707, 0.922, -0.311], [-0.825, -0.142, 0.164], [-0.195, 1.162, 1.234], [-0.751, -0.480, -0.353], [0.854, -0.098, 0.382], [-0.348, 0.173, 0.525], [-0.229, -0.105, 0.079], [-0.093, -0.302, -0.238], [-0.666, -0.514, -0.105], [0.221, 0.068, 0.223], [0.549, -0.041, -0.659], [-0.053, -0.193, 0.110], [0.191, 0.171, -0.418], [-0.060, -0.120, 0.097], [-0.529, 0.032, -0.371], [0.333, -0.148, -0.200], [0.058, -0.231, -0.332], [-0.295, -0.772, 0.126], [0.973, 0.701, 0.772], [0.079, 0.600, -1.528], [0.440, -1.223, 0.492], [-0.584, 0.538, 0.831], [-0.141, -0.576, 0.200], [-0.137, -0.134, -0.596], [0.131, -0.152, 0.173], [-0.514, 1.007, -0.383], [-0.050, 0.060, 0.164], [-0.263, -0.187, -0.150], [0.105, -0.085, 0.581], [0.535, 0.090, -0.259], [-0.306, -0.345, -0.452], [-0.127, 0.182, -0.048], [0.091, 0.065, -0.156], [0.062, 0.334, 0.065], [0.105, 1.005, -1.138], [-0.279, -0.062, -0.471], [-0.074, -1.426, 0.427], [0.793, 0.352, 0.386], [-1.803, -0.271, -1.003], [0.815, -0.097, -0.208], [-0.233, -0.024, 0.042], [0.075, -0.286, 0.381], [0.080, -0.058, 0.419], [-0.048, 0.009, 0.027], [0.028, 0.110, 0.188], [0.013, 0.603, -0.201], [0.304, -0.355, 0.667], [0.358, 0.596, 0.279], [0.270, -0.254, 0.064], [-0.010, -0.059, 0.218], [-0.577, -0.083, 0.152], [-0.199, 0.479, -1.192], [-0.216, -0.714, 0.781], [-1.069, 0.452, -0.483], [0.493, 0.050, 0.348], [0.525, 0.008, -0.606], [0.359, -0.427, -0.212], [0.246, 0.080, 0.692], [0.045, -0.104, 0.825], [0.460, -0.503, 0.279], [0.052, 0.342, -0.368], [-0.212, -0.115, -0.452], [0.449, -0.036, 0.350], [0.163, 0.061, 0.271], [-0.122, 0.093, -0.267], [-0.588, -0.017, 0.165], [-0.050, 0.428, 0.201], [-0.313, -0.032, -0.222]],
  "total_energy_ev": -31452.63944,
  "e_above_lowest_ev": 1.559,
  "homo_ev": -8.932,
  "charge": 0,
  "e_lumo_ev": 0.59,
  "homo_lumo_gap_ev": 9.5
}


[2]
{
  "formula": "C4H10ClNSi",
  "method": "the ωB97M-V functional and the def2-TZVPD basis",
  "symbols": ["C", "C", "C", "C", "N", "Si", "Cl", "H", "H", "H", "H", "H", "H", "H", "H", "H", "H"],
  "positions_angstrom": [[-0.406350, -2.154209, -2.449014], [-0.734659, -1.809184, -1.246909], [2.009286, 0.383088, 1.941602], [-1.762792, 1.487686, -0.095955], [0.647125, 0.419450, 1.581404], [0.039271, 0.684245, 0.028135], [1.321610, 2.036382, -0.778375], [-0.637253, -3.171999, -2.927955], [0.116708, -1.523872, -3.123646], [-1.224111, -2.271831, -0.507065], [2.247621, 1.027993, 2.710869], [2.445336, -0.558680, 1.906163], [2.372995, 0.874539, 0.940338], [-1.817591, 2.550415, -0.062998], [-2.255633, 0.938197, -0.829967], [-2.344971, 1.164885, 0.774693], [-0.016592, -0.077106, 2.138677]],
  "atomic_forces_ev_per_a": [[-0.324, -2.146, -1.489], [2.472, 4.410, -0.314], [0.478, 1.793, -4.929], [1.772, -1.491, 2.454], [-2.306, -0.324, -0.022], [-2.974, -0.977, -1.237], [0.347, 0.165, -0.802], [0.047, 1.286, 0.910], [0.510, 0.613, -0.395], [-1.756, -1.970, 2.415], [0.649, 0.957, 1.911], [0.779, -1.834, 0.679], [0.799, -0.669, 2.326], [0.124, 0.785, -0.635], [-0.729, -0.197, -1.990], [0.309, -0.065, 0.416], [-0.197, -0.336, 0.700]],
  "total_energy_ev": -26197.97020,
  "e_above_lowest_ev": 4.027,
  "homo_ev": -7.713,
  "charge": 0,
  "e_lumo_ev": 0.18,
  "homo_lumo_gap_ev": 7.9
}


[3]
{
  "formula": "C4H9N2",
  "method": "the ωB97M-V functional and the def2-TZVPD basis",
  "symbols": ["C", "C", "C", "C", "N", "N", "H", "H", "H", "H", "H", "H", "H", "H", "H"],
  "positions_angstrom": [[1.528616, -0.585779, 0.072648], [1.471602, 0.767086, 0.273384], [0.225513, -1.210189, -0.198411], [-0.772596, 0.006756, -0.506497], [-1.806374, -0.054569, 0.379155], [0.142350, 1.257051, -0.231001], [2.492548, -1.127909, 0.412178], [2.241054, 1.426385, 0.709860], [0.162787, -2.172582, -0.818392], [-0.044469, -1.608636, 0.806864], [-0.961668, -0.000249, -1.586621], [-1.870908, -0.717541, 1.129826], [-2.529450, 0.654074, 0.285983], [-0.394065, 1.748067, 0.421980], [0.115065, 1.618038, -1.150949]],
  "atomic_forces_ev_per_a": [[2.383, 1.986, 1.683], [0.007, -2.246, -1.061], [-1.027, -1.187, 0.160], [2.449, -3.205, 0.444], [-1.654, 1.363, -0.148], [0.873, -2.417, -0.225], [-1.906, 0.736, -0.823], [-0.818, -0.200, -0.572], [0.195, 1.890, 0.213], [-0.113, 0.170, -0.475], [-0.474, 0.451, 0.284], [0.123, 0.050, -0.076], [-0.089, -0.709, 0.241], [-0.725, 1.625, 1.188], [0.776, 1.694, -0.832]],
  "total_energy_ev": -7266.08136,
  "e_above_lowest_ev": 2.060,
  "homo_ev": -14.489,
  "charge": 1,
  "e_lumo_ev": -3.31,
  "homo_lumo_gap_ev": 11.2
}


[4]
{
  "formula": "C8H17AlBBeCaCl2F6KLiN2O12S3",
  "method": "the ωB97M-V functional and the def2-TZVPD basis",
  "symbols": ["O", "C", "O", "B", "O", "O", "H", "H", "H", "H", "Ca", "C", "O", "O", "O", "C", "C", "N", "H", "H", "H", "K", "Li", "Cl", "C", "C", "Cl", "H", "H", "H", "H", "C", "S", "O", "C", "H", "H", "H", "H", "H", "H", "N", "S", "O", "O", "F", "S", "O", "O", "F", "F", "Al", "F", "F", "F", "Be"],
  "positions_angstrom": [[-1.475252, 3.365410, -0.436485], [-1.303173, 2.027847, -0.843321], [-2.434135, 1.685928, -1.672399], [-3.524131, 1.887940, -0.738616], [-4.500408, 2.888007, -0.924621], [-3.484537, 0.999931, 0.451700], [-1.395305, 3.389375, 0.547054], [-0.337659, 1.884770, -1.460375], [-5.260244, 2.570654, -1.447975], [-3.804162, 0.113807, 0.157864], [-2.541414, -1.075523, 0.812420], [1.253955, 2.963629, -3.169053], [0.433907, 2.563628, -4.021519], [1.880239, 4.061712, -3.228445], [1.557853, 2.337718, -2.113397], [2.637047, -0.613047, -4.713050], [1.939364, -0.892841, -3.457512], [1.384730, -1.112315, -2.476919], [3.083072, -1.516504, -5.133235], [1.960068, -0.202953, -5.465804], [3.442826, 0.111339, -4.574876], [3.021036, -2.357035, -6.979415], [0.393610, 3.665493, -5.739202], [-1.227337, 3.428350, 2.765094], [0.226656, 3.958014, 3.648550], [1.399276, 3.006876, 3.504408], [1.095179, 1.450081, 4.299055], [-0.065606, 4.077630, 4.692179], [0.503104, 4.937843, 3.255855], [2.278604, 3.451036, 3.973311], [1.639296, 2.799373, 2.460343], [3.134644, -6.774588, -2.170833], [2.314323, -5.328930, -2.866464], [2.832406, -5.140333, -4.262960], [3.117914, -4.111931, -1.817180], [2.795932, -7.657579, -2.713355], [4.215943, -6.676529, -2.276646], [2.867014, -6.872773, -1.117960], [4.201302, -4.167254, -1.936653], [2.840987, -4.298063, -0.776904], [2.771363, -3.120306, -2.109029], [-3.720077, 1.369513, 4.304071], [-5.133669, 0.750644, 3.994104], [-6.177873, 0.983383, 4.957688], [-5.162260, -0.524167, 3.308701], [-5.584751, 1.736525, 2.812622], [-3.009699, 0.651913, 5.513973], [-1.880594, 1.390210, 6.028683], [-2.820798, -0.775808, 5.429771], [-4.052398, 0.797271, 6.705004], [3.042398, -3.412251, 1.232246], [1.682718, -2.664611, 2.081982], [1.533815, -0.979728, 1.575070], [1.953388, -2.741160, 3.818211], [0.193697, -3.530987, 1.671077], [-0.732166, 5.241346, -3.356853]],
  "atomic_forces_ev_per_a": [[-0.179, -3.061, 0.544], [0.405, 2.865, -4.184], [-0.135, -0.102, 3.391], [-0.372, 2.079, -1.324], [1.461, -2.893, 0.159], [-0.207, -1.363, -1.090], [0.548, 0.662, 0.139], [-1.219, -0.308, 1.584], [0.127, 0.490, 0.352], [-2.210, 2.826, -0.747], [2.563, -0.920, 2.494], [1.888, 0.347, 2.204], [-1.465, -0.413, -2.611], [-0.719, 1.583, -1.259], [-0.390, -1.303, 0.245], [0.237, 0.169, -0.070], [-0.055, 0.072, -0.027], [-0.038, 0.008, -0.351], [-0.031, 0.468, 1.513], [-0.230, 0.126, 0.226], [-0.112, -0.026, 0.200], [0.050, -1.097, -1.064], [0.115, -0.303, 1.460], [-0.404, -0.234, -0.152], [0.770, 0.313, 0.204], [-0.104, -0.098, -0.096], [-0.026, -0.019, -0.025], [-0.103, -0.189, -0.135], [-0.086, -0.095, -0.065], [-0.124, 0.034, 0.020], [-0.090, 0.092, 0.064], [0.086, -0.086, -0.156], [-0.007, 0.051, 0.529], [0.183, 0.327, -0.412], [0.017, -0.067, -0.096], [-0.041, 0.114, -0.010], [-0.052, 0.086, -0.017], [-0.046, 0.107, -0.055], [-0.041, -0.126, -0.011], [0.058, 0.107, -0.004], [-0.074, -0.179, 0.070], [-0.291, -0.500, -0.326], [-3.169, 0.957, -0.126], [1.402, -0.541, -0.577], [1.051, -0.300, -0.501], [0.781, 0.020, -0.027], [2.583, -0.496, 3.579], [-1.108, -0.067, -1.504], [-0.597, 0.711, -1.051], [-0.108, 0.020, -0.560], [-1.531, 0.652, 0.569], [1.230, 0.006, 1.004], [-0.538, -1.541, 0.147], [-0.477, 0.075, -2.064], [0.417, 1.144, -0.126], [0.406, -0.185, 0.121]],
  "total_energy_ev": -152613.89211,
  "homo_ev": -9.943,
  "charge": 1,
  "e_lumo_ev": -6.69,
  "homo_lumo_gap_ev": 3.2
}


[5]
{
  "formula": "C2H5NO",
  "method": "the ωB97M-V functional and the def2-TZVPD basis",
  "symbols": ["C", "C", "H", "H", "H", "H", "H", "N", "O"],
  "positions_angstrom": [[-1.134087, -0.187284, -0.215829], [0.169895, 0.617858, -0.248219], [-1.041108, -1.185717, -0.794842], [-2.070516, 0.474932, -0.649468], [-1.312191, -0.424277, 0.957289], [1.566341, -1.261821, 1.147367], [2.388054, 0.230067, 0.555066], [1.353569, -0.074900, -0.635127], [0.080044, 1.811146, -0.116239]],
  "atomic_forces_ev_per_a": [[-1.727, -0.722, 0.549], [-1.975, -0.074, -0.076], [-0.240, 1.691, 1.111], [2.562, -1.710, 1.273], [0.197, 0.440, -2.797], [-0.344, 1.565, -2.442], [-3.102, -0.701, -3.451], [3.622, -0.748, 5.813], [1.007, 0.258, 0.020]],
  "total_energy_ev": -5684.48224,
  "e_above_lowest_ev": 8.747,
  "homo_ev": -10.194,
  "charge": 0,
  "e_lumo_ev": -2.73,
  "homo_lumo_gap_ev": 7.5
}


[6]
{
  "formula": "C4H8N4",
  "method": "the ωB97M-V functional and the def2-TZVPD basis",
  "symbols": ["C", "C", "C", "C", "N", "N", "N", "N", "H", "H", "H", "H", "H", "H", "H", "H"],
  "positions_angstrom": [[0.070627, -0.047517, -0.615235], [1.127690, 0.318968, -1.638245], [-1.362485, 0.715095, -0.919184], [0.069030, -0.502969, 1.478732], [0.111568, -0.494710, 2.835764], [-0.113560, -1.443529, -0.452537], [0.234096, 0.520465, 0.687243], [-0.097940, -1.707913, 0.785494], [0.560841, 0.288607, 3.278811], [0.234587, -1.391248, 3.272829], [1.183703, 1.402342, -1.740490], [2.101707, -0.050938, -1.312018], [0.865038, -0.131974, -2.598819], [-1.587713, 0.402610, -1.934836], [-1.277839, 1.796921, -0.881484], [-2.119352, 0.325791, -0.246026]],
  "atomic_forces_ev_per_a": [[-1.989, 3.075, 0.387], [-0.087, -0.196, 0.045], [1.124, -1.860, -1.346], [1.172, 2.141, -0.850], [-0.277, -0.249, 0.146], [-0.203, -1.017, 0.881], [0.881, -1.163, 1.773], [-0.456, -0.787, -1.155], [-0.040, -0.023, -0.095], [-0.005, -0.005, 0.054], [-0.042, -0.073, 0.015], [-0.044, -0.015, -0.088], [0.117, 0.075, 0.095], [-0.493, 0.160, -0.220], [0.316, -0.163, 0.245], [0.025, 0.100, 0.113]],
  "total_energy_ev": -10237.04481,
  "e_above_lowest_ev": 1.197,
  "homo_ev": -9.157,
  "charge": 0,
  "e_lumo_ev": 0.10,
  "homo_lumo_gap_ev": 9.3
}